No. 1
Density functional theory data (ωB97M-V with the def2-TZVPD basis set) for C38H29CeO2P2S3 as an isolated structure at a distorted geometry.

Geometry (Å):
Ce -0.50884 0.73347 -2.01071
S -2.35262 1.29035 0.06524
P -0.74508 0.95873 1.17929
C 0.44018 0.42606 0.13437
P 1.26342 -0.95917 -0.17201
S 1.98942 -0.83573 -2.15897
C 2.69969 -1.01154 0.93422
C 4.02336 -0.89308 0.54666
C 4.91845 -1.01083 1.61796
C 4.49665 -1.19829 2.93332
C 3.20952 -1.44576 3.25674
C 2.34179 -1.43476 2.19300
C 0.40020 -2.53543 0.08906
C 1.18579 -3.81911 0.16190
C 0.66973 -4.90680 0.77367
C -0.66189 -4.99010 1.38486
C -1.76860 -4.44125 0.90006
C -1.92692 -3.67124 -0.37159
C -0.93991 -0.06527 2.63289
C -0.12972 0.10208 3.80304
C -0.12924 -0.87868 4.80769
C -0.94928 -1.95354 4.71214
C -1.82385 -2.08288 3.62924
C -1.73752 -1.20828 2.59073
C -0.41106 2.52280 2.03265
C -1.43426 3.38440 2.32958
C -1.09244 4.67785 2.72666
C 0.24951 5.10926 2.73547
C 1.27513 4.16490 2.43419
C 0.94176 2.87042 2.17555
H 4.34993 -0.79165 -0.49446
H 5.95542 -1.05945 1.35548
H 5.20913 -1.23468 3.74818
H 2.89936 -1.81327 4.25722
H 1.26781 -1.70764 2.40388
H 2.20596 -3.84477 -0.21487
H 1.38195 -5.76917 0.86022
H -0.80391 -5.58106 2.27907
H -2.73024 -4.64156 1.32910
H -2.95864 -3.43257 -0.60070
H 0.54095 0.99304 3.88101
H 0.46781 -0.73593 5.69330
H -1.01170 -2.65501 5.54770
H -2.48716 -2.94766 3.48943
H -2.36282 -1.37073 1.70266
H -2.46525 3.14637 2.12812
H -1.95523 5.33817 2.90107
H 0.52191 6.14603 2.86222
H 2.36050 4.57146 2.30756
H 1.68130 2.19008 1.82489
O 0.85865 4.90201 -2.41354
C 0.18652 4.01569 -2.84833
O -0.07149 2.88487 -2.26642
C -0.31041 4.13255 -4.27267
C 0.03835 5.35516 -4.92570
C -0.30359 5.64195 -6.26206
C -1.04455 4.63974 -6.93526
C -1.43207 3.50759 -6.30378
C -1.14367 3.20040 -4.97162
S -1.89112 1.67558 -4.34032
H 0.65366 6.09520 -4.38398
H -0.02798 6.59630 -6.74316
H -1.28565 4.73523 -8.01372
H -1.90064 2.72991 -6.81175
C -1.90629 -3.90123 -2.81799
C -1.08685 -3.98134 -1.63978
C -0.90745 -2.66692 -0.86190
C -1.32141 -1.46194 -1.56319
C -2.20159 -1.59286 -2.53564
C -2.60971 -2.80259 -3.23439
H -1.97051 -4.83990 -3.30378
H -0.36730 -4.80361 -1.64274
H -0.03313 -2.43556 1.08161
H -2.37899 -0.62130 -3.14356
H -3.10323 -2.70352 -4.17425

## Properties
HOMO-LUMO gap: 0.2649 hartree
total charge: -1
lowest unoccupied orbital energy: 2.33 eV

No. 2
Density functional theory data (ωB97M-V with the def2-TZVPD basis set) for C38H30CdGeN5O4S as an isolated structure.

Geometry (Å):
Cd 1.32082 -0.37100 -0.56745
N -2.64702 -2.89106 5.17571
C -1.67524 -2.14092 4.53034
C -0.51045 -1.75830 5.20633
C 0.47816 -1.04633 4.55528
C 0.31664 -0.71471 3.21561
C -0.84457 -1.07105 2.53685
C -1.83212 -1.78060 3.18764
S 1.57192 0.18973 2.41066
O 2.44604 0.75712 3.39679
O 0.88579 1.13514 1.51264
N 2.26133 -0.88843 1.42811
C 3.57983 -0.66821 1.00916
N 3.69671 -0.52287 -0.33119
C 4.91724 -0.34418 -0.83455
C 6.03028 -0.29562 -0.02816
C 5.80829 -0.45328 1.33234
N 4.60429 -0.65244 1.86272
H -2.66013 -2.86781 6.17972
H -3.55439 -2.93384 4.74775
H -0.38982 -2.02301 6.25209
H 1.38165 -0.74031 5.07210
H -0.99363 -0.76831 1.50659
H -2.74000 -2.05777 2.65752
H 4.97805 -0.23065 -1.90999
H 7.02099 -0.14590 -0.43285
H 6.63588 -0.42325 2.03548
O 0.46623 -1.42732 -4.53326
C 0.64254 -1.31312 -3.33295
O 1.31926 -0.39236 -2.73751
C -0.00649 -2.38351 -2.44023
C -0.91209 -3.28485 -3.03937
C -1.48335 -4.24807 -2.27111
C -1.11802 -4.37385 -0.90856
C -1.64088 -5.38296 -0.06466
C -1.21146 -5.49386 1.22666
C -0.23405 -4.60297 1.72801
C 0.27490 -3.61056 0.94149
C -0.17045 -3.46804 -0.39291
N 0.33320 -2.45012 -1.16989
H -1.12175 -3.16280 -4.09170
H -2.20864 -4.93901 -2.69010
H -2.38013 -6.06986 -0.46618
H -1.61380 -6.26608 1.87049
H 0.11178 -4.70661 2.75005
H 1.01500 -2.91460 1.31856
C -3.56315 2.18540 2.23530
C -3.58722 1.12854 1.33442
C -2.63404 1.05858 0.32461
C -1.65597 2.04728 0.19838
C -1.63061 3.09480 1.11978
C -2.58522 3.16874 2.12543
Ge -0.27736 1.87924 -1.15894
C 0.97810 3.36537 -1.18096
C 0.92281 4.24238 -2.26667
C 1.77979 5.33335 -2.33451
C 2.70934 5.55366 -1.32639
C 2.77701 4.68388 -0.24510
C 1.91932 3.59222 -0.17053
C -1.18050 1.81350 -2.88448
C -2.57294 1.93035 -2.95677
C -3.21938 1.92494 -4.18753
C -2.48387 1.80166 -5.35889
C -1.10026 1.69616 -5.30194
C -0.45127 1.70311 -4.07447
H -4.29893 2.23911 3.02889
H -4.34797 0.36008 1.41595
H -2.65877 0.22587 -0.37182
H -0.86080 3.85668 1.05244
H -2.56021 3.99008 2.83211
H 0.20359 4.07878 -3.06047
H 1.72191 6.00999 -3.17906
H 3.38044 6.40314 -1.38393
H 3.49774 4.85394 0.54627
H 1.97355 2.92900 0.68286
H -3.15634 2.05565 -2.05456
H -4.29810 2.02375 -4.23058
H -2.99010 1.78580 -6.31748
H -0.52334 1.58639 -6.21284
H 0.62440 1.59700 -4.04265

## Properties
HOMO-LUMO gap (spin up / spin down): 0.2702 / 0.2460 hartree
multiplicity: 2
total charge: 0
expectation value of S²: 0.75
lowest unoccupied orbital energy (spin up / spin down): -0.22 / -1.75 eV

No. 3
Density functional theory data (ωB97M-V with the def2-TZVPD basis set) for a 7-piece molecular cluster, C38H30F9O2 overall at a distorted geometry.

Geometry (Å):
O -1.09820 7.19341 3.59132
C -1.04739 6.76421 2.43694
O -1.48992 7.19356 1.38052
C -0.29647 5.39938 2.29853
F -1.13171 4.33243 2.16276
F 0.53162 5.38318 1.22151
F 0.49990 5.10766 3.36769
F -0.05198 2.83407 -0.60844
C -0.83044 1.74258 -0.57046
C -0.43185 0.62018 -1.26996
C -1.23136 -0.51361 -1.23483
C -2.41504 -0.51046 -0.51122
C -2.79522 0.63071 0.18337
C -2.00240 1.76924 0.16164
H 0.49236 0.64053 -1.83350
H -0.92778 -1.39979 -1.77540
H -3.03538 -1.38981 -0.49446
H -3.71869 0.63629 0.74540
H -2.27851 2.66380 0.70288
F -1.44876 -1.95160 -4.42244
C -1.26007 -0.97051 -5.33523
C -1.37227 0.34629 -4.93883
C -1.17209 1.34265 -5.88182
C -0.87327 1.01279 -7.19681
C -0.76966 -0.31949 -7.57002
C -0.96008 -1.32570 -6.63403
H -1.61160 0.58289 -3.91015
H -1.24961 2.37945 -5.58540
H -0.72062 1.79393 -7.92886
H -0.53965 -0.57957 -8.59433
H -0.87787 -2.37065 -6.90138
F -4.70019 -1.85192 1.00522
C -5.49212 -2.94182 1.00789
C -5.15385 -4.00606 0.19778
C -5.96428 -5.13110 0.20811
C -7.09392 -5.17385 1.01403
C -7.41521 -4.08574 1.81337
C -6.60951 -2.95665 1.81686
H -4.27597 -3.94562 -0.42648
H -5.71220 -5.97619 -0.41816
H -7.72437 -6.05268 1.01642
H -8.29735 -4.11372 2.43832
H -6.83546 -2.10040 2.43760
F 3.58652 5.96845 2.42800
C 4.16214 5.35554 3.47223
C 5.44670 5.71997 3.82927
C 6.04809 5.08249 4.90523
C 5.36774 4.09413 5.60149
C 4.07876 3.74398 5.22077
C 3.46273 4.37757 4.15246
H 5.96011 6.48929 3.26825
H 7.05168 5.35995 5.19902
H 5.84186 3.59656 6.43691
H 3.54761 2.96890 5.75618
H 2.45947 4.12304 3.84438
F -1.99478 -3.99856 -0.00769
C -1.31048 -4.87333 -0.77122
C -0.92335 -6.07788 -0.22091
C -0.22403 -6.97497 -1.01440
C 0.08016 -6.65693 -2.33064
C -0.32022 -5.43743 -2.85875
C -1.02557 -4.53393 -2.07851
H -1.16626 -6.30056 0.80916
H 0.08444 -7.92565 -0.60138
H 0.62866 -7.35891 -2.94374
H -0.08272 -5.18461 -3.88295
H -1.35298 -3.58132 -2.47355
F 7.16817 1.18502 3.20575
C 6.16295 1.06559 2.30976
C 5.93426 -0.16502 1.72861
C 4.89710 -0.28527 0.81431
C 4.11608 0.81543 0.49110
C 4.37066 2.04352 1.08593
C 5.39932 2.17301 2.00688
H 6.55773 -1.00887 1.99236
H 4.69805 -1.24432 0.35514
H 3.30834 0.71695 -0.22120
H 3.76507 2.90495 0.83730
H 5.60439 3.12091 2.48847

## Properties
HOMO-LUMO gap: 0.2543 hartree
total charge: -1
lowest unoccupied orbital energy: 1.90 eV

No. 4
Density functional theory data (ωB97M-V with the def2-TZVPD basis set) for C38H30FN5O4PdS2 as an isolated structure.

Geometry (Å):
Pd -0.77550 2.24414 -1.75125
S -6.53638 2.44349 -5.85438
C -6.64344 1.10394 -6.89127
C -5.58423 0.21665 -6.73721
C -4.68462 0.62525 -5.77536
C -5.04599 1.85801 -5.16269
C -4.39197 2.58180 -4.16641
C -3.19240 2.09658 -3.60686
N -2.50824 2.72814 -2.68355
C -2.99239 3.99148 -2.24146
C -4.19440 4.55045 -2.72955
C -4.58524 5.83251 -2.19875
C -3.83030 6.48543 -1.28759
C -2.60276 5.92632 -0.80643
C -1.76627 6.53774 0.12174
C -0.58818 5.92564 0.53266
C -0.28110 4.66312 -0.02385
N -1.05847 4.06514 -0.89956
C -2.22005 4.66414 -1.31402
C 0.31463 6.53978 1.49778
C 0.19014 7.77095 2.09200
C 1.24653 8.06454 2.98214
C 2.15738 7.05210 3.05098
S 1.74424 5.74303 2.04515
C -4.91423 3.86143 -3.68040
H -7.47206 1.01190 -7.57576
H -5.48993 -0.68824 -7.31799
H -3.79402 0.07316 -5.51795
H -2.79651 1.14854 -3.94271
H -5.50833 6.26936 -2.55729
H -4.14362 7.44946 -0.90798
H -2.04808 7.50312 0.52151
H 0.62155 4.12343 0.24142
H -0.62527 8.45326 1.90068
H 1.32839 8.98298 3.54310
H 3.05561 7.00913 3.64526
H -5.83672 4.26779 -4.06948
F -0.75676 -5.38324 0.58606
C 0.19962 -4.45134 0.78842
C -0.05513 -3.16109 0.41579
C 0.88614 -2.16147 0.65184
C 0.57859 -0.77696 0.22387
O -0.51948 -0.53189 -0.28379
C 1.62585 0.17549 0.47968
C 2.75721 -0.24287 1.11717
N 3.01974 -1.50135 1.52308
C 4.28126 -1.80384 2.16215
C 4.27777 -2.19841 3.61192
C 4.80598 -0.85854 3.19557
C 2.09054 -2.50193 1.27483
C 2.34910 -3.83330 1.61361
C 1.40946 -4.82629 1.38738
N 1.71647 -6.15728 1.76436
C 2.10006 -6.42261 3.14186
C 3.28162 -7.40017 3.12621
N 3.18168 -8.22039 1.86288
C 1.75318 -8.57371 1.56785
C 1.00640 -7.28789 1.17942
C 1.59646 1.66484 0.22582
O 2.28415 2.36516 0.95092
O 0.94012 2.20367 -0.75970
H -1.00016 -2.90383 -0.04310
H 3.51818 0.49017 1.34273
H 4.99842 -2.27985 1.50353
H 4.97982 -2.95520 3.93419
H 3.31847 -2.21062 4.11205
H 5.87264 -0.69155 3.21273
H 4.20698 0.00656 3.44262
H 3.30178 -4.09959 2.04854
H 1.26182 -6.84249 3.71105
H 2.39550 -5.50385 3.64032
H 3.26771 -8.08934 3.96827
H 4.24236 -6.89035 3.09474
H 3.76063 -9.05689 1.93280
H 3.53703 -7.65601 1.08908
H 1.35933 -9.02703 2.47543
H 1.73253 -9.31398 0.77207
H -0.02689 -7.38484 1.52200
H 0.98904 -7.17144 0.09679
O -0.49653 -0.27501 -3.44126
C -0.57642 0.56482 -2.69649

## Properties
HOMO-LUMO gap (spin up / spin down): 0.2008 / 0.1676 hartree
multiplicity: 3
total charge: +2
expectation value of S²: 2.09
lowest unoccupied orbital energy (spin up / spin down): -4.43 / -7.07 eV

No. 5
Density functional theory data (ωB97M-V with the def2-TZVPD basis set) for C38H30FeN3O4 as an isolated structure at a distorted geometry.

Geometry (Å):
C -1.09695 2.61276 0.38719
O -0.49611 1.64607 1.25607
C -1.16926 0.57784 1.77513
C -2.64146 0.45490 1.52359
C -3.05730 -0.01938 0.26690
C -4.40808 -0.22508 -0.00291
C -5.37756 0.14289 0.93896
C -4.98795 0.68527 2.16457
C -3.62947 0.80824 2.46716
C -0.33353 -0.55625 1.95024
N -0.71958 -1.84939 1.78781
C -1.97598 -2.47412 1.85447
C -2.18889 -3.51355 0.94962
C -3.42129 -4.16542 0.95385
C -4.39522 -3.79957 1.89173
C -4.14865 -2.77631 2.81483
C -2.90551 -2.15078 2.84536
N 0.33461 -2.67008 1.47018
C 1.39927 -1.90316 1.48381
C 2.74299 -2.44474 1.30162
C 3.89482 -1.88737 1.90467
C 5.13506 -2.50793 1.75134
C 5.24294 -3.69336 1.01094
C 4.09881 -4.27132 0.43620
C 2.85691 -3.66411 0.59646
N 1.05713 -0.58174 1.76507
C 1.92028 0.53080 1.59564
C 2.08104 1.42358 2.64116
C 2.86721 2.56220 2.45593
C 3.47351 2.79033 1.21704
C 3.32257 1.86771 0.17801
C 2.55777 0.71482 0.37673
H -0.31964 3.36006 0.21570
H -1.36963 2.14594 -0.56733
H -1.97542 3.07371 0.85429
H -2.29181 -0.24920 -0.47721
H -4.69827 -0.66967 -0.95892
H -6.43597 -0.00686 0.72225
H -5.73462 0.99413 2.90712
H -3.32470 1.13086 3.46632
H -1.37798 -3.78783 0.27297
H -3.59849 -4.95737 0.22742
H -5.35707 -4.31210 1.90554
H -4.92484 -2.46728 3.51597
H -2.63952 -1.41299 3.60430
H 3.79752 -0.97612 2.49907
H 6.01650 -2.06638 2.22538
H 6.21528 -4.17441 0.89894
H 4.17566 -5.20241 -0.12597
H 1.94649 -4.11097 0.19159
H 1.59929 1.21373 3.59851
H 2.99657 3.26355 3.28572
H 4.06032 3.69916 1.05919
H 3.78560 2.04084 -0.79341
H 2.43634 -0.02870 -0.41236
O -0.64457 8.84356 5.94736
C -0.75652 7.71665 5.66642
Fe -0.80796 6.27320 4.71330
C -1.72230 7.08017 3.44680
O -2.11727 7.57144 2.46948
C 0.73089 6.44148 3.89567
O 1.66810 6.78527 3.29705
C -1.23625 2.28295 3.94463
C -0.23348 2.37870 4.90757
C 0.32040 3.55633 5.42246
C -0.39849 4.62620 6.03333
C -1.79684 4.79411 5.79950
C -2.30542 4.52095 4.48478
C -2.03637 3.39158 3.64666
H -1.35659 1.29027 3.49739
H 0.20445 1.43039 5.24776
H 1.42150 3.58700 5.50709
H 0.08716 5.14788 6.87394
H -2.46608 5.13359 6.60122
H -3.21921 5.07270 4.17374
H -2.61145 3.35243 2.71359

## Properties
HOMO-LUMO gap (spin up / spin down): 0.2279 / 0.2478 hartree
multiplicity: 5
total charge: +1
expectation value of S²: 6.11
lowest unoccupied orbital energy (spin up / spin down): -2.51 / -4.39 eV

No. 6
Density functional theory data (ωB97M-V with the def2-TZVPD basis set) for C38H31AuN5PTe as an isolated structure.

Geometry (Å):
Au 0.97334 1.25411 -0.08610
N -1.44867 5.31613 0.28781
C -0.82848 4.24713 -0.21439
N 0.05956 3.54267 0.41460
C 0.41377 3.90135 1.70429
N 1.38836 3.33479 2.34854
N 1.99381 2.32063 1.65071
C 3.15986 1.97986 2.02223
C 3.90534 0.98864 1.22171
C 5.13353 0.50329 1.65127
C 5.83908 -0.35412 0.82425
C 5.31480 -0.66607 -0.42147
C 4.08215 -0.13476 -0.76926
N 3.38069 0.65684 0.03767
C -0.31077 4.99102 2.35867
C -0.08933 5.35407 3.69184
C -0.77563 6.41249 4.24146
C -1.69152 7.13406 3.46859
C -1.92682 6.79103 2.15546
C -1.23129 5.71576 1.60837
H -2.09353 5.83722 -0.28550
H -1.10658 3.96205 -1.22321
H 3.64175 2.46026 2.87005
H 5.52640 0.80119 2.61453
H 6.79023 -0.76018 1.14113
H 5.85970 -1.28386 -1.12183
H 3.64675 -0.33003 -1.74438
H 0.62861 4.78838 4.26815
H -0.60737 6.69124 5.27226
H -2.22153 7.97038 3.90377
H -2.64340 7.34031 1.55739
C -4.76956 1.92515 -0.36135
C -4.12720 1.95144 -1.59106
C -2.88762 1.34497 -1.74409
C -2.29133 0.69030 -0.66786
C -2.92293 0.70154 0.57431
C -4.15696 1.31522 0.72504
P -0.65806 -0.10124 -0.87473
C -0.61770 -0.61430 -2.60370
C -1.68989 -1.26194 -3.22455
C -1.61802 -1.58970 -4.56777
C -0.49083 -1.25054 -5.30898
C 0.56445 -0.58163 -4.70808
C 0.50171 -0.26723 -3.35766
C -0.82651 -1.61297 0.16883
C -1.36571 -2.83241 -0.30015
C -1.61819 -3.87658 0.58392
C -1.33309 -3.72935 1.93049
C -0.75510 -2.54900 2.40295
C -0.49331 -1.50819 1.53606
H -5.75014 2.36893 -0.25197
H -4.59434 2.43571 -2.43865
H -2.39610 1.37361 -2.70884
H -2.46208 0.22672 1.43195
H -4.64327 1.31183 1.69152
H -2.59629 -1.47699 -2.67098
H -2.44939 -2.09226 -5.04392
H -0.44553 -1.49474 -6.36206
H 1.42754 -0.29063 -5.29170
H 1.31637 0.26948 -2.88357
H -1.59244 -2.95577 -1.35078
H -2.04683 -4.79848 0.21369
H -1.55263 -4.53421 2.61983
H -0.50598 -2.45116 3.45118
H -0.02651 -0.59910 1.89788
Te 1.52517 -2.86740 -0.62264
C 1.31266 -4.87761 -0.55958
C 0.97719 -5.58678 -1.72842
C 0.91867 -6.96484 -1.68797
C 1.17866 -7.63494 -0.49403
C 1.50091 -6.93985 0.66745
C 1.57141 -5.56027 0.64387
H 0.78109 -5.05588 -2.65096
H 0.67267 -7.52323 -2.58077
H 1.13158 -8.71601 -0.47068
H 1.70422 -7.47694 1.58376
H 1.83643 -5.00856 1.53622

## Properties
HOMO-LUMO gap (spin up / spin down): 0.1780 / 0.1778 hartree
total charge: +2
lowest unoccupied orbital energy (spin up / spin down): -7.82 / -7.82 eV

no.,E_tot (eV)
1,-107984.42288
2,-127449.65294
3,-68447.26632
4,-83386.63761
5,-86928.01343
6,-67619.83451